{
  "formula": "C25H15Br4N4O2S3Tc",
  "method": "ωB97M-V/def2-TZVPD",
  "symbols": ["Tc", "S", "C", "N", "N", "C", "C", "C", "C", "C", "C", "N", "N", "C", "C", "C", "C", "C", "C", "H", "H", "H", "H", "H", "H", "H", "H", "H", "H", "H", "S", "C", "C", "C", "C", "C", "C", "S", "H", "H", "H", "H", "Br", "C", "C", "Br", "C", "Br", "C", "O", "C", "O", "C", "Br"],
  "positions_angstrom": [[0.368, -1.817, -0.571], [0.312, -3.211, 1.335], [-0.052, -2.037, 2.543], [-0.012, -2.363, 3.818], [-0.072, -1.388, 4.759], [0.350, -0.036, 4.719], [-0.255, 0.873, 5.578], [0.199, 2.187, 5.647], [1.258, 2.608, 4.856], [1.865, 1.689, 3.999], [1.423, 0.379, 3.929], [-0.455, -0.773, 2.181], [-0.495, -0.541, 0.955], [-1.161, 0.779, 0.911], [-0.478, 1.894, 1.384], [-1.089, 3.140, 1.374], [-2.396, 3.268, 0.915], [-3.096, 2.135, 0.524], [-2.485, 0.885, 0.540], [-0.431, -1.724, 5.626], [-1.100, 0.551, 6.183], [-0.295, 2.888, 6.312], [1.609, 3.632, 4.903], [2.699, 1.999, 3.376], [1.907, -0.328, 3.260], [0.533, 1.774, 1.759], [-0.537, 4.008, 1.723], [-2.871, 4.243, 0.883], [-4.129, 2.213, 0.204], [-3.040, 0.001, 0.264], [-1.518, -1.211, -1.814], [-1.108, 0.314, -2.545], [-2.030, 0.811, -3.499], [-1.857, 2.031, -4.114], [-0.742, 2.822, -3.791], [0.166, 2.368, -2.862], [0.026, 1.106, -2.224], [1.274, 0.656, -1.115], [-2.887, 0.193, -3.748], [-2.583, 2.374, -4.850], [-0.592, 3.785, -4.271], [1.035, 2.970, -2.609], [2.900, -6.600, -5.130], [2.307, -4.953, -4.405], [2.191, -3.811, -5.199], [2.568, -3.879, -7.055], [1.775, -2.596, -4.621], [1.576, -0.984, -5.578], [1.477, -2.522, -3.263], [1.105, -1.445, -2.612], [1.562, -3.680, -2.492], [1.208, -3.477, -1.207], [1.985, -4.867, -3.032], [2.088, -6.335, -1.852]],
  "gap_ha": [0.208, 0.194],
  "multiplicity": 2,
  "s2": 0.865,
  "charge": -1,
  "energy_ev": -351098.46839,
  "lumo_energy_ev": [1.3, 0.9]
}